Record 1
{"formula": "C45H49BrFIN2O14P", "method": "ωB97M-V/def2-TZVPD", "total_energy_ha": -6219.5056, "total_charge": 1, "symbols": ["C", "C", "O", "P", "O", "C", "C", "C", "C", "C", "N", "C", "C", "C", "C", "O", "I", "N", "Br", "C", "C", "F", "O", "C", "C", "H", "H", "H", "H", "H", "H", "H", "H", "H", "H", "H", "H", "H", "H", "H", "H", "H", "H", "H", "H", "H", "H", "H", "H", "H", "H", "H", "H", "H", "C", "C", "C", "O", "C", "C", "C", "O", "H", "H", "H", "H", "C", "C", "C", "O", "C", "C", "C", "O", "H", "H", "H", "H", "C", "C", "C", "O", "C", "C", "C", "O", "H", "H", "H", "H", "C", "C", "C", "O", "C", "C", "C", "O", "H", "H", "H", "H", "C", "C", "C", "O", "C", "C", "C", "O", "H", "H", "H", "H"], "xyz": [[-3.55, -3.41, -1.00], [-3.59, -3.90, 0.48], [-2.53, -4.84, 0.77], [-1.39, -4.29, 1.81], [-0.18, -5.11, 1.63], [-0.91, -2.55, 1.32], [0.30, -2.03, 2.15], [1.24, -1.14, 1.27], [0.86, 0.37, 1.17], [-0.44, 0.75, 1.91], [-0.90, 2.14, 1.70], [0.07, 3.03, 1.07], [0.87, 2.43, -0.13], [0.35, 3.13, -1.46], [1.09, 4.48, -1.72], [1.67, 4.62, -2.72], [1.11, 6.14, -0.35], [0.84, 0.92, -0.25], [-0.79, 0.37, -1.08], [2.07, 0.54, -1.05], [1.89, -0.55, -2.13], [1.44, -0.02, -3.34], [-1.82, -4.37, 3.39], [-2.86, -3.45, 3.78], [-4.29, -4.09, 3.78], [-2.93, -2.49, -1.13], [-3.20, -4.20, -1.68], [-4.58, -3.13, -1.32], [-4.54, -4.46, 0.58], [-3.67, -3.06, 1.20], [-0.59, -2.61, 0.26], [-1.83, -1.94, 1.40], [0.90, -2.94, 2.39], [0.03, -1.59, 3.13], [2.24, -1.21, 1.74], [1.34, -1.66, 0.30], [1.68, 0.94, 1.67], [-0.21, 0.65, 3.00], [-1.30, 0.08, 1.72], [-1.29, 2.54, 2.55], [-0.47, 3.92, 0.71], [0.81, 3.37, 1.82], [1.92, 2.80, -0.03], [-0.75, 3.26, -1.36], [0.57, 2.52, -2.36], [2.91, 0.20, -0.40], [2.48, 1.42, -1.59], [1.31, -1.43, -1.83], [2.91, -0.92, -2.35], [-2.91, -2.53, 3.17], [-2.64, -3.16, 4.83], [-4.38, -4.83, 2.96], [-4.46, -4.55, 4.77], [-5.02, -3.27, 3.61], [5.05, 1.03, -5.39], [5.23, 1.66, -6.55], [4.92, 3.10, -6.69], [5.08, 3.68, -7.74], [4.40, 3.81, -5.49], [4.23, 3.18, -4.34], [4.54, 1.74, -4.20], [4.38, 1.15, -3.14], [5.27, -0.02, -5.27], [5.60, 1.16, -7.43], [4.18, 4.87, -5.61], [3.85, 3.68, -3.45], [-6.27, -6.54, -2.21], [-6.22, -7.57, -3.06], [-5.74, -8.90, -2.62], [-5.70, -9.84, -3.39], [-5.33, -9.05, -1.20], [-5.38, -8.02, -0.36], [-5.85, -6.69, -0.80], [-5.90, -5.75, -0.02], [-6.61, -5.56, -2.51], [-6.52, -7.48, -4.09], [-4.99, -10.03, -0.90], [-5.08, -8.11, 0.68], [1.43, 7.98, 4.35], [1.48, 6.97, 3.48], [1.89, 5.61, 3.92], [1.93, 4.68, 3.13], [2.24, 5.43, 5.34], [2.20, 6.44, 6.20], [1.79, 7.80, 5.77], [1.74, 8.72, 6.56], [1.13, 8.98, 4.05], [1.22, 7.09, 2.44], [2.54, 4.43, 5.64], [2.46, 6.32, 7.25], [-0.86, 2.78, 7.52], [-2.07, 2.69, 8.05], [-2.48, 3.56, 9.18], [-3.59, 3.48, 9.66], [-1.48, 4.53, 9.69], [-0.27, 4.61, 9.16], [0.14, 3.74, 8.03], [1.25, 3.82, 7.54], [-0.54, 2.15, 6.69], [-2.82, 1.99, 7.68], [-1.80, 5.15, 10.51], [0.47, 5.31, 9.52], [2.89, -0.71, -10.45], [3.32, -0.32, -9.25], [3.80, -1.29, -8.25], [4.20, -0.93, -7.15], [3.77, -2.73, -8.62], [3.34, -3.13, -9.81], [2.86, -2.15, -10.82], [2.46, -2.51, -11.90], [2.53, -0.02, -11.20], [3.35, 0.73, -8.97], [4.13, -3.42, -7.87], [3.31, -4.17, -10.10]], "mulliken_charge": [-1.18, 0.18, -0.38, 0.92, -0.79, 0.14, -1.22, -1.17, 0.68, -1.49, -0.26, -0.58, 0.04, -0.61, -0.22, -0.40, 0.15, 0.36, 0.20, -0.47, -0.67, -0.33, -0.43, 0.09, -1.03, 0.02, 0.30, 0.36, 0.58, 0.09, 0.08, 0.18, 0.73, 0.23, 0.41, 0.37, 0.57, 0.56, 0.03, 0.40, 0.35, 0.13, 0.40, 0.65, 0.45, 0.20, 0.54, 0.38, 0.42, -0.02, 0.45, 0.19, 0.35, 0.31, -0.35, -0.39, 0.16, -0.56, -0.48, -0.34, 0.63, -0.59, 0.45, 0.59, 0.45, 0.43, -0.34, -0.36, 0.32, -0.53, -0.38, -0.34, 0.53, -0.64, 0.42, 0.41, 0.41, 0.42, -0.51, 0.07, 0.52, -0.50, -0.43, -0.35, 0.25, -0.54, 0.43, -0.03, 0.48, 0.48, -0.45, -0.37, 0.31, -0.52, -0.41, -0.28, 0.51, -0.53, 0.50, 0.40, 0.41, 0.41, -0.41, -0.19, 0.30, -0.40, -0.40, -0.38, 0.29, -0.53, 0.43, 0.45, 0.42, 0.40]}


Record 2
{"formula": "C30H45N3O12", "method": "ωB97M-V/def2-TZVPD", "total_energy_ha": -2236.8463, "smiles": "O=[N+]([O-])c1ccccc1.O=[N+]([O-])c1ccccc1.O=[N+]([O-])c1ccccc1.COCCOC.COCCOC.COCCOC", "relative_energy_kj_mol": 1114.09, "symbols": ["C", "C", "C", "C", "C", "C", "N", "O", "O", "H", "H", "H", "H", "H", "C", "C", "C", "C", "C", "C", "N", "O", "O", "H", "H", "H", "H", "H", "C", "C", "C", "C", "C", "C", "N", "O", "O", "H", "H", "H", "H", "H", "C", "O", "C", "C", "O", "C", "H", "H", "H", "H", "H", "H", "H", "H", "H", "H", "C", "O", "C", "C", "O", "C", "H", "H", "H", "H", "H", "H", "H", "H", "H", "H", "C", "O", "C", "C", "O", "C", "H", "H", "H", "H", "H", "H", "H", "H", "H", "H"], "xyz": [[-4.98, -7.47, 3.49], [-5.35, -6.20, 3.91], [-5.10, -5.12, 3.09], [-4.50, -5.33, 1.87], [-4.22, -6.60, 1.41], [-4.49, -7.69, 2.21], [-4.17, -4.19, 1.02], [-4.25, -4.32, -0.18], [-3.80, -3.18, 1.59], [-4.99, -8.27, 4.22], [-5.73, -6.09, 4.92], [-5.36, -4.14, 3.47], [-3.84, -6.67, 0.40], [-4.28, -8.70, 1.89], [6.36, -3.02, -1.46], [6.34, -2.34, -2.68], [5.78, -1.08, -2.73], [5.20, -0.55, -1.60], [5.13, -1.23, -0.41], [5.77, -2.46, -0.34], [4.61, 0.79, -1.68], [4.59, 1.34, -2.77], [4.09, 1.21, -0.67], [6.86, -3.98, -1.36], [6.84, -2.82, -3.50], [5.78, -0.50, -3.64], [4.61, -0.86, 0.46], [5.82, -3.00, 0.60], [-2.42, 0.18, 2.56], [-1.91, 1.42, 2.89], [-0.62, 1.76, 2.53], [0.16, 0.81, 1.90], [-0.33, -0.42, 1.54], [-1.65, -0.72, 1.83], [1.57, 1.12, 1.63], [1.80, 2.24, 1.19], [2.37, 0.22, 1.73], [-3.45, -0.09, 2.77], [-2.56, 2.16, 3.34], [-0.15, 2.70, 2.78], [0.28, -1.13, 0.99], [-2.00, -1.68, 1.49], [1.97, 4.73, -1.02], [1.10, 5.09, -2.11], [1.04, 6.47, -2.40], [2.35, 7.08, -2.80], [3.09, 7.43, -1.66], [4.37, 7.90, -1.99], [1.82, 5.42, -0.18], [3.00, 4.67, -1.37], [1.57, 3.79, -0.65], [0.61, 7.02, -1.55], [0.35, 6.54, -3.24], [2.16, 7.99, -3.40], [2.87, 6.39, -3.48], [4.93, 7.15, -2.57], [4.92, 8.08, -1.07], [4.33, 8.81, -2.61], [1.64, -4.00, 0.63], [0.56, -4.73, 0.11], [-0.64, -4.50, 0.80], [-0.70, -4.95, 2.23], [-0.51, -6.36, 2.31], [-0.92, -6.86, 3.56], [1.43, -2.92, 0.63], [2.52, -4.25, 0.04], [1.86, -4.27, 1.67], [-1.44, -4.95, 0.21], [-0.78, -3.40, 0.86], [-1.71, -4.70, 2.60], [0.03, -4.49, 2.91], [-0.43, -6.34, 4.39], [-0.61, -7.91, 3.63], [-2.01, -6.80, 3.67], [-1.91, 4.60, -4.81], [-3.27, 4.62, -4.51], [-3.61, 4.06, -3.26], [-2.91, 4.68, -2.05], [-3.28, 3.90, -0.94], [-2.59, 4.29, 0.23], [-1.32, 5.30, -4.21], [-1.77, 4.92, -5.84], [-1.46, 3.61, -4.71], [-3.41, 2.99, -3.30], [-4.67, 4.28, -3.08], [-3.28, 5.71, -1.94], [-1.82, 4.72, -2.14], [-2.67, 5.37, 0.40], [-1.55, 3.94, 0.20], [-3.02, 3.77, 1.09]], "mulliken_charge": [-0.43, -0.44, -0.39, 0.26, -0.13, -0.66, 0.97, -0.58, -0.58, 0.38, 0.37, 0.39, 0.39, 0.37, -0.44, -0.46, -0.36, 0.06, -0.23, -0.54, 1.04, -0.62, -0.56, 0.38, 0.37, 0.45, 0.50, 0.41, -0.69, -0.41, -0.75, 0.64, -0.42, -0.10, 0.91, -0.54, -0.55, 0.41, 0.42, 0.46, 0.14, 0.43, -0.58, -0.30, -0.31, -0.75, -0.29, -0.76, 0.32, 0.27, 0.14, 0.33, 0.16, 0.50, 0.36, 0.32, 0.25, 0.29, -0.34, -0.46, -0.02, -0.47, -0.34, -0.55, 0.06, 0.28, 0.28, 0.11, 0.06, 0.38, 0.46, 0.32, 0.27, 0.07, -0.37, -0.39, -0.58, 0.14, -0.41, -0.39, -0.03, 0.30, 0.31, 0.37, 0.27, 0.27, -0.01, 0.32, 0.11, 0.13]}


Record 3
{"formula": "C6H3Br2N2O2", "method": "ωB97M-V/def2-TZVPD", "total_energy_ha": -5638.2389, "total_charge": -1, "symbols": ["C", "C", "C", "C", "C", "C", "N", "N", "O", "O", "Br", "Br", "H", "H", "H"], "xyz": [[1.71, 0.25, 0.18], [1.08, -0.95, 0.01], [1.14, 1.53, 0.24], [-0.24, -1.09, -0.24], [-0.19, 1.76, 0.12], [-1.43, 1.73, -0.02], [-1.38, -1.38, -0.56], [-2.64, -1.94, -0.40], [-2.62, -2.97, 0.27], [-3.58, -1.30, -0.86], [5.24, 1.85, 0.46], [-3.24, 1.98, 0.09], [2.86, 0.08, 0.14], [1.55, -1.99, 0.23], [1.75, 2.43, 0.36]], "mulliken_charge": [0.07, -0.90, -0.79, 0.83, 0.55, -0.15, -0.19, 0.91, -0.55, -0.50, -0.93, -0.06, 0.12, 0.25, 0.34]}


Record 4
{"formula": "C4H8F3N", "method": "ωB97M-V/def2-TZVPD", "total_energy_ha": -511.4889, "smiles": "C[C@@](N)(CF)C(F)F", "relative_energy_kj_mol": 233.09, "symbols": ["C", "C", "C", "C", "H", "H", "H", "H", "H", "H", "H", "H", "N", "F", "F", "F"], "xyz": [[0.43, -0.69, 1.28], [0.01, 0.14, 0.01], [0.50, -0.47, -1.28], [-1.47, 0.13, 0.10], [0.01, -0.49, 2.28], [0.38, -1.78, 1.00], [1.51, -0.39, 1.47], [1.56, 1.37, 0.05], [0.51, 1.92, -0.53], [1.53, -0.80, -1.05], [-0.02, -1.24, -1.77], [-1.87, -0.19, 1.21], [0.47, 1.49, 0.38], [0.50, 0.69, -2.09], [-1.99, 1.26, -0.37], [-2.09, -0.95, -0.67]], "mulliken_charge": [-1.58, 1.09, -0.57, 0.10, 0.47, 0.37, 0.31, 0.32, 0.32, 0.36, 0.33, 0.24, -0.80, -0.33, -0.27, -0.34]}


Record 5
{"formula": "C4H10N2O", "method": "ωB97M-V/def2-TZVPD", "total_energy_ha": -343.0247, "relative_energy_kj_mol": 463.97, "symbols": ["O", "C", "C", "C", "C", "N", "N", "H", "H", "H", "H", "H", "H", "H", "H", "H", "H"], "xyz": [[-1.00, 0.85, 1.70], [-0.04, 1.35, 1.02], [0.59, 0.89, -0.18], [0.82, -0.58, -0.55], [-0.01, -1.64, 0.21], [-1.45, -1.62, -0.01], [0.85, 1.92, -1.15], [0.38, 2.30, 1.39], [-0.73, 0.85, 0.04], [1.84, -0.98, -0.50], [0.47, -0.63, -1.59], [0.25, -1.56, 1.29], [0.32, -2.61, -0.15], [-1.96, -1.04, 0.64], [-1.89, -2.52, 0.02], [0.02, 2.42, -1.39], [1.54, 2.58, -0.79]], "mulliken_charge": [-0.57, -0.23, 0.03, -0.36, -0.62, -0.57, -0.57, 0.37, 0.26, 0.32, 0.25, 0.21, 0.50, 0.22, 0.22, 0.28, 0.28]}


Record 6
{"formula": "C2H10NO", "method": "ωB97M-V/def2-TZVPD", "multiplicity": 2, "total_energy_ha": -212.0464, "relative_energy_kj_mol": 62.52, "s_squared": 0.750, "symbols": ["C", "O", "H", "H", "H", "H", "C", "N", "H", "H", "H", "H", "H", "H"], "xyz": [[1.09, -1.53, 1.43], [1.33, -0.35, 0.64], [2.10, 0.17, 0.92], [1.41, -1.41, 2.47], [0.03, -1.71, 1.36], [1.61, -2.37, 0.98], [-1.52, 0.97, -0.46], [-0.40, 0.77, -1.46], [-0.73, 0.29, -2.32], [-0.07, 1.73, -1.81], [0.46, 0.40, -1.03], [-2.43, 0.60, -0.90], [-1.60, 2.02, -0.25], [-1.27, 0.42, 0.44]], "mulliken_charge": [-0.70, -0.24, 0.18, 0.27, 0.17, 0.28, -1.00, -1.94, 0.88, 0.78, 0.32, 0.34, 0.43, 0.21]}